13
Properties=species:S:1:pos:R:3:forces:R:3 method="wB97M-V/def2-TZVPD" orbital_gap_ev=10.04 homo_energy_ev=-9.004 e_above_lowest_kcal_mol=96.4
C 2.535 0.595 0.458 -0.2 -0.1 -0.3
C 1.472 0.367 -0.066 0.4 0.1 0.2
C 0.107 0.040 -0.361 0.3 0.0 0.1
C -1.059 1.009 -0.405 -0.1 0.1 0.0
C -0.865 0.137 0.784 -0.1 0.2 0.3
O -1.360 -1.180 0.608 -0.3 0.0 0.0
C -0.465 -1.372 -0.514 0.1 -0.2 -0.3
H 3.463 0.780 0.957 -0.2 0.0 -0.3
H -1.893 0.781 -1.066 0.2 0.1 0.0
H -0.805 2.061 -0.308 0.0 -0.2 0.1
H -0.621 0.496 1.778 -0.2 -0.1 -0.1
H 0.266 -2.166 -0.336 -0.2 0.1 0.1
H -1.032 -1.572 -1.430 0.2 0.0 0.1